No. 1
Entry from the OMol25 dataset: an isolated molecule of C4H6N2O in a non-equilibrium geometry (ωB97M-V/def2-TZVPD).

```
13
Properties=species:S:1:pos:R:3
H 3.07463 1.15647 0.33273
N 2.90915 0.01769 0.00309
C 1.79753 -0.59301 -0.08414
N 0.56619 -0.12476 0.08437
C -0.28776 0.97296 -0.18320
C -1.48897 0.74521 -0.32150
C -1.80484 -0.73900 0.26340
O -0.39006 -1.22680 -0.35776
H 2.08766 -1.68103 -0.58911
H 0.24898 1.86837 0.00323
H -2.20270 1.67959 -0.30439
H -2.55657 -1.45647 -0.34422
H -1.95324 -0.61922 1.49752
```

The SMILES is [H]/N=C\N1C=CCO1. The HOMO energy comes out at -8.803 eV. The relative energy (zero: lowest compared OMol25 entry of this formula, charge and spin) comes out at 172.77 kcal/mol. The orbital gap comes out at 9.661 eV.

***

No. 2
Entry from the OMol25 dataset: an isolated molecule of C4H6N2O in a non-equilibrium geometry (ωB97M-V/def2-TZVPD).

```
13
Properties=species:S:1:pos:R:3
C -1.31036 -0.54925 2.18244
C 0.37945 0.73410 0.34505
C 0.54867 1.95398 0.62872
C 0.19358 -1.02715 -1.06945
N -0.53515 -1.20966 1.29094
N -0.10864 -0.44797 0.24726
O -1.58975 0.65595 2.18338
H -1.77736 -1.27014 2.91103
H -0.23106 2.68057 0.25937
H 1.39202 2.49281 1.06637
H -0.71620 -0.87354 -1.65011
H 1.01384 -0.42747 -1.43475
H 0.39850 -2.01364 -1.16526
```

The HOMO energy (alpha / beta) comes out at -8.552 / -8.552 eV. The relative energy (zero: lowest compared OMol25 entry of this formula, charge and spin) comes out at 111.42 kcal/mol. The orbital gap (alpha / beta) comes out at 8.756 / 8.755 eV.

***

Q: relative energy (zero: lowest compared OMol25 entry of this formula, charge and spin) of number 1 (C4H6N2O)?
A: 172.77 kcal/mol

***

Q: Which of these has the highest relative energy (zero: lowest compared OMol25 entry of this formula, charge and spin)?
A: number 1

***

Q: What is the relative energy (zero: lowest compared OMol25 entry of this formula, charge and spin) in the second record?
A: 111.42 kcal/mol